Model P:
Molecular formula: CH8N3O
Method: DFT, ωB97M-V/def2-TZVPD

For the HOMO-LUMO gap, the calculation gives 12.23 eV. For the highest occupied orbital energy, the calculation gives -15.40 eV. The total charge is +1.

XYZ file:
```
13
CH8N3O, DFT ωB97M-V/def2-TZVPD
N -0.34591 -0.54583 -0.50110
C -0.43755 0.84733 -0.29471
N 0.39059 1.42085 0.63747
N -1.37434 1.57328 -0.92542
H -0.71843 -0.77994 -1.51116
H 0.57877 -1.05081 -0.26898
H 0.26174 2.38937 0.95612
H 0.97293 0.97159 1.23993
H -2.06738 1.06746 -1.52140
H -1.76267 2.55025 -0.68249
H 1.03293 -3.26983 1.36298
H 2.14919 -2.77080 0.51871
O 1.32015 -2.40293 0.99004
```

Here are the Mulliken charges for atoms 1 to 4, given in e: -0.41 0.64 -0.33 -0.40

---

Model Q:
Molecular formula: CH8N3O
Method: DFT, ωB97M-V/def2-TZVPD

For the HOMO-LUMO gap, the calculation gives 12.20 eV. For the highest occupied orbital energy, the calculation gives -15.70 eV. The total charge is +1.

XYZ file:
```
13
CH8N3O, DFT ωB97M-V/def2-TZVPD
N 0.06553 0.93701 0.84205
C 0.77860 -0.14469 0.46906
N 2.08103 -0.13276 0.77118
N 0.24773 -1.12420 -0.25324
H 0.50269 1.78355 0.50551
H -0.93613 0.92620 0.65423
H 2.76102 -0.60383 0.18503
H 2.42276 0.69027 1.24799
H -0.61047 -0.88376 -0.74656
H 0.91815 -1.68880 -0.76558
H -3.29496 -0.43507 -0.73138
H -2.43849 0.57012 -1.51155
O -2.49745 0.10596 -0.66672
```

Here are the Mulliken charges for atoms 1 to 4, given in e: -0.48 0.62 -0.39 -0.33

---

model Q is preferred energetically. Next in line: 16.4 kcal/mol higher.

---

Model P:
Molecular formula: C7H14N3O2
Method: DFT, ωB97M-V/def2-TZVPD

For the HOMO-LUMO gap (alpha / beta), the calculation gives 6.20 / 7.69 eV. As for the spin multiplicity: 3. For the highest occupied orbital energy (alpha / beta), the calculation gives -9.80 / -14.04 eV. The total charge is +1.

XYZ file:
```
26
C7H14N3O2, DFT ωB97M-V/def2-TZVPD
C 1.10800 -0.27585 -2.69759
C 1.35713 -1.84327 -0.39471
C 0.58804 -1.02747 -1.46978
C -0.23818 0.04475 -0.77640
C -0.17599 2.08229 0.79309
C -0.34142 -0.28533 1.74290
C 0.20952 0.59372 0.51460
N 0.70116 0.91077 -2.81751
N 2.75459 -1.83542 -0.44744
N -1.60328 -0.45701 -0.82752
O 0.77768 -2.60380 0.35575
O -0.15637 1.24247 -1.90790
H 1.70031 -0.64260 -3.50120
H -0.14933 -1.79351 -1.82710
H 0.01379 2.20770 1.94711
H -1.23628 2.31504 0.71652
H 0.40512 2.75981 0.06598
H -1.49053 -0.11010 1.68382
H 0.16099 -0.02947 2.70971
H -0.09505 -1.33447 1.43095
H 1.25371 0.50000 0.62779
H 3.34225 -1.25430 -1.00830
H 3.27096 -2.30258 0.26916
H -1.78023 -1.03245 -1.70966
H -2.26646 0.34127 -0.95750
H -1.89553 -0.96859 0.00614
```

Here are the Mulliken charges for atoms 1 to 4, given in e: -0.66 0.31 0.01 0.46

---

Model Q:
Molecular formula: C7H14N3O2
Method: DFT, ωB97M-V/def2-TZVPD

For the HOMO-LUMO gap (alpha / beta), the calculation gives 7.19 / 6.11 eV. As for the spin multiplicity: 3. For the highest occupied orbital energy (alpha / beta), the calculation gives -10.79 / -13.31 eV. The total charge is +1.

XYZ file:
```
26
C7H14N3O2, DFT ωB97M-V/def2-TZVPD
C -1.86956 0.72117 -0.23189
C -0.46162 -1.85630 -0.24415
C 1.67820 1.38882 -0.09991
C 2.63296 0.28612 0.08633
C 1.22001 -0.02280 -0.52154
C 0.29364 -0.59033 1.74087
C 0.40969 -0.86137 0.33482
N -0.44471 -2.23116 -1.53170
N -2.80670 0.08696 0.30700
N -2.02220 1.90820 -0.85046
O -1.38970 -2.28425 0.49234
O -4.14220 0.52732 0.19941
H 1.06918 1.63042 0.74702
H 1.68706 2.14865 -0.86368
H 3.38699 -0.00502 -0.61330
H 2.72898 -0.02350 1.22665
H 1.17183 -0.43079 -1.54981
H 0.99072 -1.33178 2.05728
H 0.75987 0.39739 1.96420
H -0.58297 -0.71965 2.39250
H 0.15290 -2.00221 -2.24418
H -1.19544 -2.89741 -1.64804
H -2.65918 -0.74170 0.77723
H -1.19965 2.46235 -0.85680
H -2.81289 2.42557 -0.53445
H -4.52159 0.06504 -0.58756
```

Here are the Mulliken charges for atoms 1 to 4, given in e: 0.33 0.61 -0.73 -0.53

---

model Q is preferred energetically. Next in line: 13.5 kcal/mol higher.

---

Model P:
Molecular formula: C27H30N4O5
Method: DFT, ωB97M-V/def2-TZVPD

For the HOMO-LUMO gap, the calculation gives 9.20 eV. As for the SMILES: COc1ccc(N(C(=O)CNC(=O)c2ccco2)[C@H](C(=O)NC2CCCCC2)c2cccnc2)cc1. For the highest occupied orbital energy, the calculation gives -8.62 eV.

XYZ file:
```
66
C27H30N4O5, DFT ωB97M-V/def2-TZVPD
C 7.05776 0.17554 2.43879
H 6.55594 0.60523 3.31148
O 6.37935 0.48992 1.24619
C 5.09735 0.07388 1.09437
C 4.47680 0.43216 -0.10565
C 3.17580 0.06523 -0.36447
C 2.46177 -0.67154 0.57755
C 3.07823 -1.04489 1.76252
C 4.38464 -0.67271 2.02751
H 4.83311 -0.97674 2.95965
H 2.53738 -1.63442 2.48808
N 1.12855 -1.07783 0.30434
C 0.08425 -0.76486 1.09385
O -1.05265 -1.17171 0.88895
C 0.33131 0.20807 2.24836
N -0.81192 1.08362 2.33621
C -0.74905 2.34688 1.83729
O 0.29475 2.90152 1.54867
C -2.05638 3.00783 1.71202
C -2.35508 4.28242 1.30374
C -3.76273 4.38065 1.31756
C -4.21795 3.16369 1.72846
O -3.20037 2.32758 1.96908
H -5.20971 2.78576 1.88267
H -4.35389 5.23414 1.05688
H -1.64532 5.03601 1.03322
H -1.71216 0.62492 2.36978
H 1.20949 0.83121 2.07144
H 0.44363 -0.34241 3.18773
C 0.90592 -1.79789 -0.95731
C 0.12132 -3.06981 -0.75855
C 0.28906 -3.84172 0.38609
C -0.42929 -5.01624 0.52183
C -1.28418 -5.38648 -0.50498
N -1.42879 -4.67849 -1.61075
C -0.74563 -3.55642 -1.73381
H -0.89329 -3.02079 -2.66216
H -1.87447 -6.29127 -0.44735
H -0.32524 -5.63044 1.40294
H 0.97159 -3.52443 1.16214
H 1.89950 -2.06157 -1.34109
C 0.29185 -0.81303 -1.98290
O 0.97259 -0.33527 -2.86840
N -0.99756 -0.53236 -1.77028
H -1.44923 -0.93444 -0.95540
C -1.71466 0.51608 -2.46627
C -1.99727 1.67392 -1.50519
C -2.77929 2.77833 -2.20758
C -4.08565 2.22860 -2.77133
C -3.80487 1.07872 -3.73432
C -3.02416 -0.03014 -3.03463
H -2.81027 -0.83980 -3.73459
H -3.62076 -0.44099 -2.21632
H -4.74343 0.67837 -4.12239
H -3.22323 1.45044 -4.58050
H -4.63074 3.02114 -3.28754
H -4.71219 1.87115 -1.95062
H -2.17514 3.18563 -3.02067
H -2.98346 3.58729 -1.50314
H -1.05571 2.06789 -1.11592
H -2.57904 1.29136 -0.66193
H -1.06429 0.85631 -3.27862
H 2.70915 0.34738 -1.29541
H 5.04120 1.00718 -0.82146
H 7.15845 -0.90656 2.57101
H 8.04732 0.61829 2.33925
```

Here are the Mulliken charges for atoms 1 to 4, given in e: -0.84 0.34 -0.46 0.84

---

Model Q:
Molecular formula: C27H30N4O5
Method: DFT, ωB97M-V/def2-TZVPD

For the HOMO-LUMO gap, the calculation gives 8.72 eV. As for the SMILES: O=C1CC(c2ccco2)CC(=O)C1=CNCCN1CCN([C@@H]2CC(=O)N(c3ccccc3)C2=O)CC1. For the highest occupied orbital energy, the calculation gives -8.31 eV.

XYZ file:
```
66
C27H30N4O5, DFT ωB97M-V/def2-TZVPD
O 1.86742 4.29896 1.82452
C 1.59880 3.11135 1.84220
C 2.16147 2.17380 0.87432
C 1.92088 0.75353 0.92924
O 2.37718 -0.03721 0.09442
H 3.30707 1.00361 -1.00922
C 1.07653 0.24066 2.06580
H 0.65864 -0.72705 1.77994
C -0.01605 1.24417 2.43287
C -0.89471 0.72289 3.52221
C -2.25070 0.73455 3.66495
C -2.52235 0.15215 4.92866
C -1.31292 -0.16698 5.45864
O -0.32154 0.17603 4.61785
H -1.03214 -0.62504 6.38606
H -3.48323 -0.00055 5.37630
H -2.96315 1.10309 2.95592
C 0.65827 2.54258 2.88232
H -0.08068 3.30656 3.13192
H 1.24658 2.35023 3.78572
H -0.64074 1.43317 1.55359
H 1.72830 0.07769 2.93006
C 2.90241 2.72595 -0.16188
N 3.47449 2.01302 -1.10732
C 4.01890 2.52155 -2.33150
H 4.54840 3.45877 -2.13942
C 2.92704 2.79847 -3.40918
N 1.92524 1.78651 -3.61654
C 2.42797 0.44054 -3.79807
C 1.29639 -0.47450 -4.28636
N 0.12164 -0.45810 -3.42820
C -0.31613 0.91902 -3.28656
C 0.78245 1.82133 -2.71965
H 0.41610 2.84785 -2.66070
H 1.01322 1.47992 -1.70118
H -1.19747 0.96686 -2.65027
H -0.58792 1.26528 -4.28712
C 0.31356 -1.21746 -2.19244
C 0.28558 -2.71745 -2.49466
C -0.80112 -3.29793 -1.62355
O -1.11620 -4.45189 -1.52368
N -1.38120 -2.25139 -0.92307
C -0.79815 -1.02379 -1.16572
O -1.10804 -0.00202 -0.60760
C -2.47513 -2.44642 -0.03585
C -2.45040 -1.90444 1.24061
C -3.51853 -2.12019 2.09312
C -4.60240 -2.87451 1.67859
C -4.62288 -3.41084 0.40195
C -3.56374 -3.19684 -0.46080
H -3.57366 -3.61473 -1.45493
H -5.46741 -3.99760 0.07338
H -5.43089 -3.04461 2.34972
H -3.49459 -1.69987 3.08680
H -1.60986 -1.31252 1.56443
H 0.01914 -2.89858 -3.53726
H 1.22758 -3.22545 -2.28892
H 1.24130 -0.94011 -1.66240
H 1.67067 -1.49500 -4.37834
H 0.96759 -0.13407 -5.27156
H 3.21991 0.46397 -4.55106
H 2.85039 0.01797 -2.86984
H 2.40532 3.72267 -3.15222
H 3.45363 2.95570 -4.35736
H 4.73161 1.78763 -2.71295
H 3.00717 3.80540 -0.19384
```

Here are the Mulliken charges for atoms 1 to 4, given in e: -0.68 0.44 -0.38 1.24

---

model P is preferred energetically. Next in line: 7.3 kcal/mol higher.

---

Model P:
Molecular formula: C4H8N
Method: DFT, ωB97M-V/def2-TZVPD

For the HOMO-LUMO gap, the calculation gives 6.22 eV. For the highest occupied orbital energy, the calculation gives -13.65 eV. The total charge is +1.

XYZ file:
```
13
C4H8N, DFT ωB97M-V/def2-TZVPD
C -1.29998 -0.88752 0.40781
C -1.57905 -0.60812 -0.90935
C -1.00151 0.35745 -1.78694
C 2.17568 0.84473 0.96276
N 1.27014 0.16834 1.45281
H -1.72066 -1.72666 0.96338
H -2.23336 -1.31654 -1.48279
H -0.54797 1.26296 -1.47878
H -1.04408 0.31471 -2.92016
H 3.22907 1.16460 1.34548
H 1.87936 1.27679 0.02063
H -0.35432 -0.52634 0.96169
H 1.22669 -0.32440 2.46346
```

Here are the Mulliken charges for atoms 1 to 4, given in e: 0.06 -0.04 -0.27 -0.18

---

Model Q:
Molecular formula: C4H8N
Method: DFT, ωB97M-V/def2-TZVPD

For the HOMO-LUMO gap (alpha / beta), the calculation gives 8.67 / 8.67 eV. For the highest occupied orbital energy (alpha / beta), the calculation gives -12.81 / -12.80 eV. The total charge is +1.

XYZ file:
```
13
C4H8N, DFT ωB97M-V/def2-TZVPD
C -1.31221 -0.38735 -0.05440
C -2.03418 0.66517 0.12823
C -0.26665 -1.37857 -0.23688
C 0.70061 -0.51249 0.60098
N 1.46179 0.45404 -0.22524
H -1.79136 1.51654 0.67664
H -3.19620 0.48201 -0.16294
H -0.34766 -2.44695 0.24410
H 0.17196 -1.45519 -1.18722
H 0.36704 -0.36465 1.54839
H 0.91124 1.32330 -0.23088
H 1.30591 -0.00632 -1.12630
H 2.43184 0.37674 0.15752
```

Here are the Mulliken charges for atoms 1 to 4, given in e: 0.30 -0.62 -0.38 -0.85

---

model P is preferred energetically. Next in line: 9.2 kcal/mol higher.

---

Model P:
Molecular formula: C4H8N
Method: DFT, ωB97M-V/def2-TZVPD

For the HOMO-LUMO gap (alpha / beta), the calculation gives 7.83 / 7.83 eV. For the highest occupied orbital energy (alpha / beta), the calculation gives -14.70 / -14.70 eV. The total charge is +1.

XYZ file:
```
13
C4H8N, DFT ωB97M-V/def2-TZVPD
C -0.87070 0.04526 -0.24188
C -0.54081 -1.45585 -0.21595
C -1.88167 1.02933 -0.51501
C 2.56599 0.15183 0.82229
N 0.25961 -0.26378 0.17641
H -0.95641 -1.91729 0.66438
H -0.20606 -1.91679 -1.08197
H -1.49263 2.10822 -0.39357
H -2.69680 0.74415 0.16678
H -2.31750 0.93982 -1.57529
H 2.23486 1.11014 0.50185
H 3.06334 -0.29836 -0.07592
H 2.83879 -0.27667 1.76787
```

Here are the Mulliken charges for atoms 1 to 4, given in e: 0.37 -0.36 -0.85 -0.14

---

Model Q:
Molecular formula: C4H8N
Method: DFT, ωB97M-V/def2-TZVPD

For the HOMO-LUMO gap (alpha / beta), the calculation gives 7.91 / 9.67 eV. For the highest occupied orbital energy (alpha / beta), the calculation gives -13.67 / -14.07 eV. The total charge is +1.

XYZ file:
```
13
C4H8N, DFT ωB97M-V/def2-TZVPD
C 1.90132 -1.12386 1.28229
C 1.12989 0.05242 -0.45103
C -1.10241 1.10660 -0.93515
C -1.36684 -0.15527 -0.15815
N -0.05142 0.63736 0.00607
H 2.64885 -1.71893 0.93506
H 1.72642 -0.85605 2.33447
H 0.95503 -0.70837 -1.22310
H -0.93094 0.98665 -2.02152
H -1.45617 2.03538 -0.63679
H -2.19504 -0.34895 0.68452
H -1.32123 -1.08320 -0.65143
H 0.06255 1.17623 0.83477
```

Here are the Mulliken charges for atoms 1 to 4, given in e: -0.51 -0.40 -0.21 -0.33

---

Model R:
Molecular formula: C4H8N
Method: DFT, ωB97M-V/def2-TZVPD

For the HOMO-LUMO gap, the calculation gives 12.21 eV. As for the SMILES: C1CC12C[NH2+]2. For the highest occupied orbital energy, the calculation gives -15.68 eV. The total charge is +1.

XYZ file:
```
13
C4H8N, DFT ωB97M-V/def2-TZVPD
C 1.30523 0.04088 0.76885
C 1.29057 0.04295 -0.69422
C -1.30448 -0.82696 0.03545
C 0.01871 -0.14483 0.01985
N -1.07350 0.75750 -0.03361
H 1.74322 -0.76713 1.39500
H 1.28813 0.97249 1.33999
H 1.25282 0.88085 -1.42108
H 1.37109 -0.88134 -1.26967
H -1.76462 -1.11341 -0.96340
H -1.53367 -1.40534 1.04217
H -1.24122 1.08838 -0.91389
H -1.35229 1.35596 0.69455
```

Here are the Mulliken charges for atoms 1 to 4, given in e: -0.52 -0.52 -0.35 0.42

---

model R is preferred energetically. Next in line: 51.6 kcal/mol higher.

---

Model P:
Molecular formula: C3H7Br2OP
Method: DFT, ωB97M-V/def2-TZVPD

For the HOMO-LUMO gap (alpha / beta), the calculation gives 6.98 / 8.31 eV. For the highest occupied orbital energy (alpha / beta), the calculation gives -8.47 / -8.62 eV.

XYZ file:
```
14
C3H7Br2OP, DFT ωB97M-V/def2-TZVPD
C 1.10700 -1.22901 1.39701
C -2.63438 0.25265 1.17349
C 2.28776 1.54678 0.79422
O 0.56137 0.08016 -0.92229
P 0.74049 0.38899 0.51210
Br -3.11407 0.40047 -0.62083
Br 3.56182 0.66854 -0.34949
H 0.76494 -1.41541 2.38821
H 0.33496 -1.88809 0.78667
H 2.11804 -1.49380 1.29670
H -2.72160 -0.68846 1.59880
H -2.11750 1.09010 1.61651
H 2.77768 1.52574 1.78207
H 2.13998 2.57237 0.52316
```

Here are the Mulliken charges for atoms 1 to 4, given in e: -0.92 -0.77 -0.65 -0.50

---

Model Q:
Molecular formula: C3H7Br2OP
Method: DFT, ωB97M-V/def2-TZVPD

For the HOMO-LUMO gap (alpha / beta), the calculation gives 7.61 / 7.17 eV. For the highest occupied orbital energy (alpha / beta), the calculation gives -9.14 / -8.74 eV.

XYZ file:
```
14
C3H7Br2OP, DFT ωB97M-V/def2-TZVPD
C 1.24623 -0.27228 1.83158
C -0.88975 -0.59232 -1.06730
C -1.70475 0.69959 -1.21129
O 0.41389 -0.44208 -1.32709
P 1.74456 0.88631 0.50236
Br -1.24114 1.92020 0.22776
Br 3.59979 -0.08083 -0.08652
H 0.31225 0.07022 2.27379
H 2.02225 -0.30140 2.59852
H 1.11859 -1.27159 1.41409
H -1.29407 -1.30657 -1.81070
H -1.09281 -1.03711 -0.07109
H -2.77643 0.52113 -1.13126
H -1.45862 1.20673 -2.14284
```

Here are the Mulliken charges for atoms 1 to 4, given in e: -0.92 -0.56 -0.35 -0.58

---

model Q is preferred energetically. Next in line: 29.0 kcal/mol higher.